a) {"formula": "C5H12NO", "method": "wB97M-V/def2-TZVPD", "charge": 1, "lumo_ev": -6.68, "orbital_gap_ev": 7.405, "elements": ["C", "C", "C", "C", "C", "N", "H", "H", "H", "H", "H", "H", "H", "H", "H", "H", "H", "H", "O"], "coordinates": [[-0.629, -1.136, 1.726], [-0.024, 0.201, 1.232], [-0.822, 0.859, 0.114], [-1.895, 1.616, 0.236], [-0.002, -0.081, -1.912], [-0.221, 1.044, -1.253], [-1.466, -1.424, 1.100], [-1.060, -0.964, 2.708], [0.096, -1.940, 1.625], [0.916, 0.038, 0.687], [0.192, 0.912, 2.021], [-2.582, 1.484, 1.054], [-2.099, 2.434, -0.444], [-0.516, -0.280, -2.845], [0.528, -0.813, -1.288], [0.298, 1.921, -1.266], [3.276, -1.547, -0.452], [3.120, -1.380, -1.937], [2.890, -0.943, -1.104]]}


b) {"formula": "C5H12NO", "method": "wB97M-V/def2-TZVPD", "charge": 1, "lumo_ev": -4.98, "orbital_gap_ev": 8.860, "elements": ["C", "C", "C", "C", "N", "C", "H", "H", "H", "H", "H", "H", "H", "H", "H", "H", "H", "H", "O"], "coordinates": [[-2.518, 0.809, 2.045], [-1.731, -0.308, 1.336], [-0.424, 0.214, 0.879], [0.034, -0.197, -0.314], [1.356, -0.037, -0.840], [2.381, 0.177, -0.096], [-3.517, 0.448, 2.279], [-2.622, 1.622, 1.319], [-2.039, 1.209, 2.936], [-2.268, -0.818, 0.534], [-1.562, -1.146, 2.032], [0.094, 1.004, 1.405], [-0.465, -0.942, -0.923], [1.547, -0.418, -1.798], [2.201, 0.314, 0.960], [3.378, 0.024, -0.478], [2.853, -0.550, -3.644], [1.373, -0.636, -4.217], [1.928, -0.768, -3.416]]}


Least stable: a)


a) {"formula": "C5H9ClN2", "method": "wB97M-V/def2-TZVPD", "charge": 0, "lumo_ev": [0.64, 0.64], "orbital_gap_ev": [7.565, 7.566], "elements": ["C", "C", "C", "C", "C", "N", "N", "Cl", "H", "H", "H", "H", "H", "H", "H", "H", "H"], "coordinates": [[-1.136, 0.122, -0.356], [-0.243, 1.165, -0.538], [1.503, -0.373, -0.810], [-1.473, -2.172, 0.157], [1.990, 1.657, 0.320], [-0.700, -1.102, -0.365], [1.101, 0.789, -0.439], [2.840, -1.172, 0.006], [-1.991, 0.510, 0.076], [-0.548, 2.141, -0.328], [1.262, -0.886, -1.753], [-0.913, -3.003, 0.580], [-2.375, -1.834, 0.899], [-1.995, -2.476, -0.684], [1.447, 2.564, 0.495], [2.251, 1.235, 1.222], [2.892, 2.057, -0.268]]}


b) {"formula": "C5H9ClN2", "method": "wB97M-V/def2-TZVPD", "smiles": "N[C@@]12CNC[C@@]1(Cl)C2", "charge": 0, "lumo_ev": 0.70, "orbital_gap_ev": 8.636, "elements": ["C", "C", "C", "C", "C", "H", "H", "H", "H", "H", "H", "H", "H", "H", "N", "N", "Cl"], "coordinates": [[-0.699, -0.210, 0.572], [-1.105, 0.182, -0.825], [1.308, 0.339, -0.678], [0.779, -0.743, -0.058], [-0.007, -1.395, 1.057], [-0.252, 0.794, 2.378], [-0.520, 1.570, 0.981], [-1.932, 0.902, -0.924], [-1.118, -0.607, -1.790], [-0.196, 1.987, -0.902], [1.981, 0.149, -1.623], [1.829, 1.093, -0.065], [-0.234, -2.592, 0.888], [0.500, -1.385, 2.126], [-1.008, 0.810, 1.539], [0.044, 1.014, -1.283], [0.630, -1.908, -1.393]]}


Least stable: b)


a) {"formula": "C18H33N4O4S2Ti", "method": "wB97M-V/def2-TZVPD", "charge": 3, "lumo_ev": -9.78, "orbital_gap_ev": 7.984, "elements": ["Ti", "C", "C", "C", "O", "C", "O", "O", "H", "H", "H", "H", "H", "H", "H", "C", "N", "C", "C", "N", "N", "C", "C", "H", "H", "H", "H", "H", "H", "H", "H", "H", "H", "H", "H", "H", "O", "S", "C", "C", "C", "C", "H", "H", "H", "H", "H", "H", "H", "H", "S", "C", "N", "C", "C", "C", "C", "H", "H", "H", "H", "H"], "coordinates": [[0.607, 0.260, -0.539], [3.557, 3.182, -0.410], [2.909, 2.086, -1.236], [3.778, 1.631, -2.401], [2.575, 0.916, -0.372], [1.549, 2.526, -1.790], [1.294, 3.613, -2.179], [0.665, 1.492, -1.776], [4.615, 2.973, -0.253], [3.061, 3.295, 0.555], [3.473, 4.123, -0.951], [4.755, 1.300, -2.046], [3.936, 2.470, -3.079], [3.306, 0.822, -2.961], [3.421, 0.548, -0.093], [-1.822, 2.067, 2.988], [-0.562, 1.832, 2.272], [-0.323, 2.661, 1.110], [0.176, 0.713, 2.468], [0.666, 0.036, 1.393], [0.425, 0.306, 3.700], [0.239, 1.166, 4.874], [1.026, -0.999, 3.974], [-2.617, 2.225, 2.258], [-1.769, 2.945, 3.631], [-2.084, 1.201, 3.590], [-0.663, 3.672, 1.330], [-0.871, 2.324, 0.218], [0.748, 2.729, 0.902], [1.339, -0.664, 1.699], [0.213, 2.213, 4.591], [1.085, 1.019, 5.544], [-0.671, 0.909, 5.417], [2.113, -0.960, 3.878], [0.622, -1.774, 3.322], [0.793, -1.281, 4.997], [-1.086, -0.181, -1.027], [-1.718, 0.184, -2.450], [-2.854, -1.218, -2.704], [-4.274, -0.741, -2.365], [-4.141, 0.437, -1.404], [-3.058, 1.316, -2.015], [-2.491, -2.002, -2.039], [-2.744, -1.544, -3.738], [-4.864, -1.552, -1.942], [-4.773, -0.417, -3.278], [-3.837, 0.106, -0.409], [-5.079, 0.982, -1.312], [-2.673, 2.112, -1.380], [-3.373, 1.752, -2.968], [1.613, -1.598, -1.730], [0.873, -3.145, -1.456], [1.334, -4.165, -2.214], [0.934, -5.444, -2.069], [-0.002, -5.764, -1.122], [-0.537, -4.739, -0.340], [-0.107, -3.434, -0.507], [2.031, -3.951, -2.920], [1.375, -6.180, -2.727], [-0.312, -6.790, -0.992], [-1.288, -4.977, 0.402], [-0.506, -2.623, 0.084]]}


b) {"formula": "C18H33N4O4S2Ti", "method": "wB97M-V/def2-TZVPD", "charge": 3, "lumo_ev": -9.99, "orbital_gap_ev": 7.660, "elements": ["Ti", "C", "C", "C", "O", "C", "O", "O", "H", "H", "H", "H", "H", "H", "H", "C", "N", "C", "C", "N", "N", "C", "C", "H", "H", "H", "H", "H", "H", "H", "H", "H", "H", "H", "H", "H", "O", "S", "C", "C", "C", "C", "H", "H", "H", "H", "H", "H", "H", "H", "S", "C", "N", "C", "C", "C", "C", "H", "H", "H", "H", "H"], "coordinates": [[0.418, -0.304, -0.031], [-0.499, -4.411, -1.167], [0.001, -3.100, -1.722], [0.620, -3.213, -3.093], [-1.060, -2.067, -1.711], [0.858, -2.318, -0.732], [0.489, -2.215, 0.496], [1.603, -1.367, -1.135], [-1.250, -4.829, -1.841], [-0.932, -4.290, -0.176], [0.318, -5.132, -1.102], [-0.153, -3.497, -3.808], [1.388, -3.990, -3.104], [1.070, -2.273, -3.404], [-1.876, -2.492, -1.994], [0.506, 3.200, 1.025], [1.933, 2.881, 0.900], [2.753, 3.982, 0.353], [2.441, 1.698, 1.189], [1.645, 0.557, 1.136], [3.715, 1.543, 1.523], [4.414, 0.260, 1.314], [4.480, 2.552, 2.281], [0.402, 4.098, 1.630], [-0.023, 2.399, 1.513], [0.072, 3.388, 0.051], [2.194, 4.433, -0.464], [3.690, 3.601, -0.038], [2.948, 4.749, 1.101], [2.040, -0.157, 1.739], [3.998, -0.276, 0.470], [4.384, -0.361, 2.210], [5.455, 0.474, 1.093], [3.820, 3.317, 2.677], [5.256, 3.008, 1.669], [4.953, 2.043, 3.118], [-1.184, -0.080, 0.808], [-2.506, -0.558, 1.543], [-2.464, 0.277, 3.139], [-3.200, -0.694, 4.077], [-3.052, -2.149, 3.534], [-2.121, -2.140, 2.315], [-2.936, 1.254, 3.059], [-1.404, 0.393, 3.367], [-4.251, -0.425, 4.141], [-2.785, -0.584, 5.077], [-4.028, -2.543, 3.253], [-2.642, -2.827, 4.276], [-2.300, -2.949, 1.612], [-1.067, -2.094, 2.571], [0.370, 1.094, -1.998], [-1.137, 1.043, -2.891], [-1.004, 1.021, -4.233], [-2.039, 1.066, -5.102], [-3.317, 1.126, -4.628], [-3.506, 1.155, -3.250], [-2.422, 1.111, -2.386], [-0.064, 0.993, -4.606], [-1.790, 1.056, -6.153], [-4.149, 1.163, -5.318], [-4.512, 1.234, -2.852], [-2.553, 1.165, -1.322]]}


Least stable: b)


a) {"formula": "C3H4ClO4", "method": "wB97M-V/def2-TZVPD", "smiles": "O=C(O)[C@@H](O)[C@H]([O-])Cl", "charge": -1, "lumo_ev": 3.91, "orbital_gap_ev": 7.760, "elements": ["C", "C", "C", "O", "O", "O", "O", "Cl", "H", "H", "H", "H"], "coordinates": [[-0.278, -0.952, -0.791], [-0.622, -0.194, 0.490], [0.551, 1.243, 0.296], [0.201, -2.067, -0.753], [-0.530, -0.192, -1.919], [-0.473, -1.006, 1.582], [0.454, 1.900, -0.745], [2.218, 0.295, 0.600], [-1.595, 0.271, 0.308], [0.265, 1.487, 1.355], [0.342, -1.499, 1.321], [-0.532, 0.714, -1.746]]}


b) {"formula": "C3H4ClO4", "method": "wB97M-V/def2-TZVPD", "smiles": "O=C([O-])[C@](O)(Cl)CO", "charge": -1, "lumo_ev": 3.73, "orbital_gap_ev": 8.707, "elements": ["C", "C", "C", "O", "O", "O", "O", "Cl", "H", "H", "H", "H"], "coordinates": [[0.384, -1.282, 0.535], [-0.628, 0.871, -0.919], [0.350, 0.283, 0.507], [1.547, -1.707, 0.609], [-0.697, -1.871, 0.441], [-1.832, 0.176, -0.911], [1.622, 0.770, 0.390], [-0.461, 0.966, 1.938], [-0.793, 1.937, -0.811], [0.000, 0.620, -1.780], [-1.656, -0.702, -0.484], [2.166, -0.060, 0.485]]}


Least stable: a)